(1)
Here is an isolated molecule of C5H14N2O from the OMol25 dataset. Energies are from the ωB97M-V functional and the def2-TZVPD basis.

Computed properties:
Largest force on an atom   0.033 Eh/bohr
Molar mass   118.180 g mol⁻¹
Total charge   0
Frontier orbital gap   9.02 eV
LUMO energy   0.9098 eV
2S+1   1
ΔE to the lowest compared entry with this formula, charge and spin   2.537 eV
Highest occupied orbital energy   -8.1 eV
SMILES   CN[C@H](C)CNCO

The geometry in XYZ format:
```
22
Properties=species:S:1:pos:R:3:lowdin_charge:R:1
C 1.230 -0.448 -0.509 -0.174
N 1.321 0.950 -0.875 -0.051
C 1.589 1.880 0.212 -0.260
O 0.369 2.486 0.685 -0.074
C -0.177 -0.994 -0.060 -0.392
C -0.044 -1.671 1.326 -0.067
N -1.262 -0.087 -0.189 -0.103
C -2.393 -0.388 -1.051 -0.112
H 1.533 -1.006 -1.388 0.102
H 1.968 -0.700 0.249 0.103
H 0.515 1.337 -1.344 0.103
H 2.201 2.692 -0.162 0.107
H 2.078 1.339 1.019 0.117
H 0.342 2.451 1.649 0.084
H -0.370 -1.869 -0.678 0.119
H -0.987 -1.884 1.789 0.062
H 0.606 -1.155 2.050 0.065
H 0.599 -2.549 1.174 0.074
H -1.067 0.906 -0.136 0.078
H -3.165 -0.856 -0.442 0.068
H -2.078 -0.986 -1.904 0.075
H -2.808 0.551 -1.417 0.076
```

(2)
Here is a cluster of 2 separate species, C5H14N2O in total from the OMol25 dataset. Energies are from the ωB97M-V functional and the def2-TZVPD basis.

Computed properties:
Largest force on an atom   0.046 Eh/bohr
Molar mass   118.180 g mol⁻¹
Total charge   0
Frontier orbital gap   7.51 eV
LUMO energy   0.6877 eV
2S+1   1
ΔE to the lowest compared entry with this formula, charge and spin   2.233 eV
Highest occupied orbital energy   -6.8 eV
SMILES   CCC/C(N)=C/N.O

The geometry in XYZ format:
```
22
Properties=species:S:1:pos:R:3:lowdin_charge:R:1
C -2.705 0.635 0.561 -0.108
C -1.416 1.477 0.765 -0.247
C -0.297 0.678 1.506 -0.151
C 0.659 -0.082 0.537 -0.349
C 1.246 0.708 -0.362 -0.201
N 2.049 0.433 -1.470 0.037
N 0.845 -1.426 0.930 0.084
H -3.519 1.370 0.513 0.065
H -2.937 0.065 1.462 0.065
H -2.698 0.075 -0.370 0.062
H -1.667 2.336 1.380 0.095
H -1.108 1.759 -0.231 0.081
H 0.275 1.341 2.108 0.093
H -0.863 -0.052 2.084 0.088
H 1.040 1.766 -0.289 0.112
H 2.189 -0.455 -1.916 0.063
H 2.311 1.158 -2.112 0.070
H 1.011 -2.024 0.132 0.054
H 0.091 -1.786 1.486 0.065
H -0.516 -2.486 -1.899 0.046
H -0.081 -1.018 -1.942 0.040
O 0.262 -1.928 -1.957 -0.063
```

(3)
Here is an isolated molecule of C5H14N2O from the OMol25 dataset. Energies are from the ωB97M-V functional and the def2-TZVPD basis.

Computed properties:
Largest force on an atom   0.120 Eh/bohr
Molar mass   118.180 g mol⁻¹
Total charge   0
Frontier orbital gap   9.32 eV
LUMO energy   0.7382 eV
2S+1   1
ΔE to the lowest compared entry with this formula, charge and spin   5.031 eV
Highest occupied orbital energy   -8.6 eV
SMILES   CNC[C@H](CO)NC

The geometry in XYZ format:
```
22
Properties=species:S:1:pos:R:3:lowdin_charge:R:1
C 2.047 1.007 -1.388 -0.096
N 1.418 0.422 -0.082 -0.065
C 0.092 -0.307 -0.312 -0.267
C 0.384 -1.808 -0.170 -0.285
O 0.854 -2.311 -1.385 -0.082
C -0.776 0.267 0.966 -0.222
N -1.545 1.501 0.721 -0.165
C -2.661 1.413 1.575 -0.217
H 1.990 0.291 -2.335 0.115
H 3.084 0.816 -1.393 0.030
H 1.955 2.051 -1.483 0.040
H 2.090 -0.178 0.175 0.011
H -0.325 0.090 -1.304 0.159
H 1.095 -1.939 0.745 0.149
H -0.476 -2.385 0.157 0.098
H 1.520 -3.068 -1.363 0.131
H -1.539 -0.661 1.078 0.129
H -0.172 0.325 1.976 0.140
H -0.909 2.349 0.776 0.138
H -3.446 0.829 0.969 0.106
H -2.777 2.362 2.056 0.062
H -2.541 0.718 2.522 0.094
```

Q: Look up the total charge of the second one.
A: 0

Q: What is the formula in the second record?
A: C5H14N2O